82
Properties=species:S:1:pos:R:3 method="wB97M-V/def2-TZVPD" max_force_ev_per_a=5.81 spin_multiplicity=5 total_charge=+4 homo_ev="-19.23 / -19.48" s2=6.037 orbital_gap_ev="7.427 / 4.967" e_above_lowest_kcal_mol=19.9
Os 0.6079 0.0947 -0.2606
P 2.2740 -1.2358 -0.1625
P 0.6103 2.3886 0.6069
P 0.6360 0.9735 -2.2949
H -2.4342 -3.6966 -1.9267
C -1.5730 -3.4455 -2.5949
C -0.4539 -2.7946 -2.2271
H -0.3546 -2.2484 -1.2868
C 2.4711 -2.6847 0.9550
C 3.6115 -0.1249 0.4053
C 2.9862 -1.9228 -1.7011
C -0.8426 3.5254 0.2793
C 0.4683 2.7904 2.4391
C 2.0279 3.4925 0.0914
C 0.1820 -0.1761 -3.6237
C 2.3478 1.5281 -2.6701
C -0.2737 2.4676 -2.8835
H -1.6942 -3.8052 -3.6529
H 0.4416 -2.8673 -2.8422
H 1.5768 -2.8573 1.5852
H 3.3554 -2.4665 1.5839
H 2.6805 -3.5740 0.3365
H 3.2384 0.5256 1.2162
H 3.9739 0.4535 -0.4601
H 4.3816 -0.8062 0.7895
H 2.2655 -2.5208 -2.2682
H 3.8110 -2.5746 -1.3779
H 3.3973 -1.1239 -2.3351
H -0.6153 4.5073 0.7226
H -1.7080 3.1246 0.8274
H -1.0867 3.6875 -0.7763
H -0.0679 3.7411 2.5497
H 1.4776 2.8788 2.8796
H -0.1820 2.0092 2.8778
H 2.1225 4.3058 0.8302
H 1.8461 3.9512 -0.8952
H 2.9710 2.9224 0.0932
H 0.2685 0.3095 -4.6023
H -0.8601 -0.4935 -3.4947
H 0.8170 -1.0648 -3.6035
H 2.4297 1.8128 -3.7256
H 3.0716 0.7362 -2.4683
H 2.6167 2.3936 -2.0547
H -0.2307 2.5339 -3.9810
H 0.1388 3.4010 -2.4764
H -1.3343 2.4039 -2.6154
C -3.9015 0.1544 -2.1645
C -3.6796 -1.0798 -2.7978
C -4.1193 -1.2587 -4.1326
C -4.9827 -0.3076 -4.7370
C -5.1949 0.9545 -4.1244
C -4.5237 1.1674 -2.9179
Se -3.5138 0.4479 -0.2737
H -2.2786 1.2429 -0.4216
H -3.0944 -1.8622 -2.2988
H -3.7533 -2.1357 -4.7248
H -5.4766 -0.5216 -5.6986
H -5.8170 1.7261 -4.5724
H -4.4923 2.1519 -2.5111
C 1.1858 -1.4877 5.4717
N 1.0383 -0.1595 4.8119
C 2.0023 0.8498 5.3261
C 1.1126 -0.2794 3.3068
C -0.1098 -0.8675 2.7010
C -1.1640 -1.3117 3.5446
C -2.1779 -2.0903 3.0136
C -2.2063 -2.4373 1.6591
C -1.2820 -1.8089 0.8238
C -0.2477 -0.9864 1.2882
H 2.0945 -1.9743 5.1261
H 0.3295 -2.1020 5.2229
H 1.1763 -1.3195 6.5431
H 0.1043 0.2216 5.0335
H 3.0161 0.6376 4.9954
H 1.7085 1.8183 4.9426
H 1.9368 0.8874 6.4090
H 1.3008 0.7222 2.9200
H 2.0747 -0.7757 3.0734
H -1.1647 -1.1542 4.6407
H -2.9932 -2.4159 3.6765
H -2.9381 -3.1210 1.2468
H -1.3623 -2.0002 -0.2090

=====

14
Properties=species:S:1:pos:R:3 method="wB97M-V/def2-TZVPD" max_force_ev_per_a=4.66 spin_multiplicity=1 homo_ev="-8.09 / -8.09" smiles="C=C/C=C/N(N)I" orbital_gap_ev="6.669 / 6.669" e_above_lowest_kcal_mol=79.5
C -1.6145 -1.6553 1.6197
C -0.5449 -1.5225 0.8964
C -0.1443 -0.2555 0.2704
C 0.6037 -0.1425 -0.8443
N 0.1673 2.2136 -0.9273
N 0.8089 1.0197 -1.5211
I 3.0333 1.2925 -2.1056
H -1.7468 -2.6878 1.9974
H -2.1946 -0.9766 2.0784
H 0.0568 -2.4523 0.6261
H -0.5330 0.6176 0.8735
H 1.0867 -0.8385 -1.4748
H 0.6290 2.3542 -0.0235
H 0.3925 3.0334 -1.4651

=====

35
Properties=species:S:1:pos:R:3 method="wB97M-V/def2-TZVPD" max_force_ev_per_a=3.95 spin_multiplicity=1 total_charge=-1 homo_ev=-1.70 orbital_gap_ev=1.698 e_above_lowest_kcal_mol=57.1
Cs 14.5583 -9.7852 -3.2376
C 7.0935 -14.5773 -7.1651
C 6.9231 -14.6462 -5.6036
C 6.2790 -15.9434 -5.1809
C 7.2372 -17.0576 -5.1532
C 8.4510 -16.7562 -4.2222
C 9.1695 -15.4163 -4.5254
N 8.2149 -14.3146 -4.9305
O 8.7393 -12.9822 -5.0687
C 10.2785 -15.8217 -5.5775
C 9.9796 -15.1752 -3.1918
C 5.8946 -13.6459 -5.1835
H 7.9409 -15.1958 -7.4606
H 7.2599 -13.5780 -7.5676
H 6.1653 -14.9841 -7.5664
H 5.3876 -16.2246 -5.7417
H 5.9495 -15.9609 -4.1420
H 7.7065 -17.0511 -6.1370
H 6.7591 -17.9801 -4.8240
H 9.1365 -17.6036 -4.2294
H 8.1533 -16.8220 -3.1757
H 11.0759 -15.0791 -5.5490
H 9.8574 -15.7582 -6.5809
H 10.6637 -16.8369 -5.4826
H 10.6286 -16.0285 -2.9947
H 9.3069 -14.9833 -2.3559
H 10.6544 -14.3203 -3.1490
H 4.8643 -14.0016 -5.1945
H 6.0078 -12.6478 -5.6066
H 6.0005 -13.4475 -4.1170
B 19.6356 -11.3143 -5.4667
F 18.6291 -10.8265 -6.3213
F 19.4548 -10.6399 -4.3250
F 19.3221 -12.6246 -5.1852
F 20.9361 -11.1231 -5.8646

=====

16
Properties=species:S:1:pos:R:3 method="wB97M-V/def2-TZVPD" max_force_ev_per_a=4.70 spin_multiplicity=1 homo_ev=-9.97 smiles="[H]/N=C(/N)N(N(N)C#N)[N+](=O)[O-]" orbital_gap_ev=9.399 e_above_lowest_kcal_mol=15.6
C 1.8883 0.7424 -0.6359
C -1.4865 -0.0250 -0.4784
N 2.3628 1.1458 -1.6064
N -2.4961 -0.7573 -0.6694
N -1.3552 1.3308 -0.7127
N 1.4131 0.6700 1.6506
N 1.0489 0.6128 0.4060
N -0.2075 -0.5130 -0.0385
N 0.1855 -1.7428 0.0060
O -0.6087 -2.6471 -0.1742
O 1.3485 -1.9375 0.3377
H -2.4602 -1.7687 -0.5922
H -1.9524 1.9354 -1.1548
H -0.4647 1.8070 -0.6255
H 1.8369 -0.1474 2.0347
H 0.9473 1.2948 2.2529

=====

17
Properties=species:S:1:pos:R:3 method="wB97M-V/def2-TZVPD" max_force_ev_per_a=0.90 spin_multiplicity=1 homo_ev="-8.09 / -8.09" orbital_gap_ev="6.968 / 6.971" e_above_lowest_kcal_mol=158.4
C -0.8042 -1.6240 0.3125
C 0.5096 0.4483 -1.9353
N -1.0664 -0.2592 -0.1047
C 0.9933 0.6359 0.5521
C 0.0522 0.7535 -0.5248
C 1.4639 0.4743 1.7427
O -1.9111 0.3353 0.8309
O -0.3189 2.0022 -0.2407
H -1.9023 1.2649 0.4744
H -0.4832 -1.6847 1.3610
H -0.0428 -2.0567 -0.3350
H -1.7266 -2.1990 0.2132
H 1.3357 1.1118 -2.1933
H 0.8386 -0.5863 -2.0556
H -0.3264 0.6522 -2.6040
H 1.2617 -0.4533 2.2813
H 2.1268 1.1849 2.2252

=====

20
Properties=species:S:1:pos:R:3 method="wB97M-V/def2-TZVPD" max_force_ev_per_a=3.40 spin_multiplicity=1 homo_ev=-9.37 smiles="NCC(=O)O.CC(C)=O" orbital_gap_ev=9.529 e_above_lowest_kcal_mol=39.0
C -0.3303 -1.8528 0.8002
C 0.2451 1.9265 -0.9798
C -1.0441 -2.3890 -0.3970
C 1.1601 -1.7362 0.7294
C -0.2878 1.7281 0.4433
N 0.6477 3.2782 -1.3105
O -0.7121 0.4957 0.6395
O -0.9635 -1.5151 1.8297
O -0.4049 2.6305 1.2405
H -1.0212 -0.1375 1.6214
H 1.3460 3.5958 -0.6455
H -0.1463 3.9010 -1.1998
H 1.0922 1.2474 -1.1181
H -0.5293 1.5971 -1.6785
H -0.6736 -1.9173 -1.3038
H -2.1149 -2.2070 -0.3146
H -0.8591 -3.4622 -0.4694
H 1.5761 -2.7445 0.6475
H 1.4648 -1.1858 -0.1559
H 1.5552 -1.2528 1.6217

=====

89
Properties=species:S:1:pos:R:3 method="wB97M-V/def2-TZVPD" max_force_ev_per_a=2.39 spin_multiplicity=1 total_charge=-1 homo_ev=-2.11 orbital_gap_ev=3.520 e_above_lowest_kcal_mol=0.0
C -0.8566 3.2886 3.3429
P 0.2487 3.1666 1.8449
O -0.8502 3.2883 0.5724
C 1.0183 1.5307 1.9059
C 1.5938 1.1368 0.5260
C 0.4775 0.6054 -0.4083
C 0.3723 -0.9534 -0.4275
C -0.9813 -1.3841 0.1238
C -2.1017 -0.9915 -0.5952
C -3.3491 -1.2904 -0.1399
C -3.4841 -1.9894 1.0471
C -2.4088 -2.4278 1.7388
C -1.0992 -2.1129 1.2615
C 2.2391 1.7373 2.8468
C 2.0223 1.0873 4.2217
S 3.5472 1.0805 5.2661
C 4.3627 -0.4006 4.8949
N 4.2968 -1.5231 5.5243
N 5.0955 -2.4482 4.9423
C 5.6481 -1.8475 3.9334
O 5.2568 -0.5923 3.8605
H -1.2801 4.3012 3.2953
H -1.7083 2.5951 3.2579
H -0.3017 3.1606 4.2734
H -1.5218 2.5999 0.7224
H 2.3729 0.3622 0.6192
H 2.1165 2.0174 0.0930
H 0.5418 1.0325 -1.4150
H -0.4621 0.9613 0.0124
H 1.2008 -1.4400 0.0921
H 0.3434 -1.2509 -1.4860
H -2.0091 -0.4192 -1.5158
H -4.2309 -0.9554 -0.6792
H -4.4875 -2.1924 1.4183
H -2.5270 -2.9807 2.6652
H -0.1858 -2.4122 1.7664
H 3.1722 1.3948 2.3798
H 2.3684 2.8281 3.0308
H 1.6861 0.0520 4.1361
H 1.2854 1.6852 4.7627
H 6.3328 -2.2921 3.2305
Br -1.5426 -4.6946 0.4486
C -2.2940 -5.7507 -1.0088
C -2.7515 -7.1118 -0.5516
Br -1.2501 -8.3251 -0.2893
H -1.5365 -5.7995 -1.7858
H -3.1415 -5.1662 -1.3654
H -3.3682 -7.5873 -1.3133
H -3.2983 -7.0799 0.3856
Br 3.4334 1.7862 -1.9927
C 3.1094 3.3495 -3.1072
C 1.7448 3.9349 -2.8489
Br 0.3477 2.8773 -3.7004
H 3.2509 3.0420 -4.1392
H 3.8854 4.0598 -2.8355
H 1.6636 4.9235 -3.2971
H 1.4995 3.9966 -1.7915
Br 6.7709 5.1495 2.0120
C 6.1915 4.2068 0.4078
C 5.1721 5.0034 -0.3616
Br 3.4195 4.9168 0.4829
H 5.8176 3.2381 0.7258
H 7.0958 4.0700 -0.1822
H 5.0351 4.5799 -1.3518
H 5.4328 6.0543 -0.4525
Br 10.9156 3.7547 -1.1587
C 10.6252 5.3529 -2.2289
C 9.2479 5.9188 -2.0115
Br 7.8939 4.8782 -2.9457
H 10.8118 5.0793 -3.2627
H 11.3834 6.0603 -1.8986
H 9.1761 6.9207 -2.4304
H 8.9596 5.9453 -0.9641
Br -6.6656 -0.4237 -1.0814
C -7.4827 -1.3982 -2.5506
C -7.9642 -2.7546 -2.1087
Br -6.4861 -4.0056 -1.9113
H -6.7447 -1.4484 -3.3453
H -8.3201 -0.7825 -2.8738
H -8.6118 -3.1944 -2.8657
H -8.4869 -2.7325 -1.1574
Br -9.7277 -5.4918 0.0625
C -10.2498 -6.5196 -1.5026
C -11.2857 -5.7965 -2.3214
Br -13.0480 -5.8988 -1.5019
H -10.5907 -7.4864 -1.1458
H -9.3333 -6.6484 -2.0764
H -11.3978 -6.2676 -3.2960
H -11.0602 -4.7428 -2.4537

=====

7
Properties=species:S:1:pos:R:3 method="wB97M-V/def2-TZVPD" max_force_ev_per_a=6.68 spin_multiplicity=1 homo_ev="-11.07 / -8.82" orbital_gap_ev="9.919 / 5.623" e_above_lowest_kcal_mol=69.6
N -1.8753 -0.4614 -0.0658
N 1.7923 0.7408 0.2263
O -2.2730 -0.2445 1.0506
O -0.7952 -0.6566 -0.5664
O 1.6274 -0.4079 -0.0526
F 0.9304 1.7570 -0.4547
H 0.5933 -0.7274 -0.1375

=====

| no. | molecular weight (g/mol) | calculated total energy (eV) |
| --- | --- | --- |
| 1 | 738.81 | -124898.3043 |
| 2 | 210.02 | -15338.6789 |
| 3 | 375.96 | -25259.9548 |
| 4 | 159.11 | -16673.2413 |
| 5 | 115.13 | -10909.7055 |
| 6 | 133.15 | -12995.1624 |
| 7 | 1450.55 | -896420.2965 |
| 8 | 96.02 | -11847.7284 |